# 1
78
Properties=species:S:1:pos:R:3:forces:R:3 method="wB97M-V/def2-TZVPD" s2=0.76 e_above_lowest_kcal_mol=0.00 spin_multiplicity=2 total_charge=+1 molar_mass_g_mol=801.6
Hg 1.318 0.066 0.670 -0.049 0.028 -0.083
N 4.224 -1.206 3.655 -0.023 0.003 -0.005
C 3.040 -0.869 3.091 0.005 -0.025 -0.025
S 2.562 -1.875 1.724 0.045 0.046 0.011
N 2.395 0.113 3.650 -0.061 0.030 0.048
N 1.185 0.420 3.098 0.158 -0.095 0.009
C 0.318 1.002 3.834 -0.022 0.013 0.001
C 0.507 1.326 5.272 -0.007 -0.011 -0.013
C 0.925 0.364 6.187 0.000 -0.009 -0.003
C 1.065 0.695 7.526 0.002 0.001 0.001
C 0.807 1.989 7.957 0.001 -0.001 0.000
C 0.394 2.952 7.049 0.000 0.000 -0.002
C 0.233 2.618 5.713 0.008 0.006 0.008
C -1.009 1.304 3.221 0.020 0.003 0.002
C -2.140 1.229 4.035 -0.014 0.025 -0.011
C -3.390 1.434 3.480 0.013 -0.003 0.007
C -3.475 1.728 2.129 -0.013 0.001 -0.031
C -2.299 1.795 1.399 0.045 0.031 0.056
N -1.088 1.582 1.916 -0.034 0.082 -0.018
H 4.841 -1.833 3.173 0.000 0.001 -0.001
H 4.575 -0.630 4.401 -0.001 0.003 0.001
H 1.136 -0.641 5.849 0.000 0.004 0.000
H 1.381 -0.060 8.235 0.000 0.001 -0.001
H 0.926 2.245 9.002 -0.001 0.000 0.000
H 0.194 3.963 7.380 0.000 0.000 0.001
H -0.102 3.368 5.005 0.002 0.001 0.000
H -2.029 1.005 5.086 -0.001 -0.007 -0.010
H -4.278 1.372 4.095 -0.003 0.001 -0.004
H -4.424 1.917 1.646 -0.004 0.009 0.003
H -2.341 2.033 0.340 -0.042 0.016 -0.028
C -0.660 -4.023 -4.867 0.070 0.032 0.062
C 0.207 -4.674 -3.777 -0.037 0.005 -0.025
S 0.182 -3.836 -2.166 0.043 0.045 0.024
C 1.791 -3.000 -2.136 -0.006 -0.041 -0.029
C 2.055 -2.052 -3.296 -0.076 -0.042 0.022
S 0.805 -0.740 -3.367 -0.033 0.199 -0.086
C 0.627 -0.458 -5.150 0.071 -0.016 -0.008
C -0.293 -1.391 -5.927 -0.018 0.011 -0.035
S 0.246 -3.109 -6.154 -0.020 0.017 0.035
H -1.374 -3.334 -4.419 -0.050 -0.037 -0.004
H -1.234 -4.794 -5.380 0.041 -0.009 -0.036
H 1.246 -4.762 -4.095 -0.009 -0.019 -0.017
H -0.146 -5.688 -3.590 -0.028 0.011 0.027
H 2.576 -3.756 -2.105 -0.006 -0.003 0.018
H 1.816 -2.474 -1.179 0.000 0.016 0.010
H 2.027 -2.591 -4.241 0.018 0.012 -0.020
H 3.040 -1.597 -3.186 -0.003 -0.015 0.043
H 1.622 -0.443 -5.598 0.005 -0.010 0.014
H 0.225 0.556 -5.226 0.008 0.000 0.017
H -0.383 -0.996 -6.942 -0.009 0.014 0.004
H -1.302 -1.393 -5.510 0.017 -0.007 0.026
C 1.538 3.069 -3.743 -0.014 -0.006 -0.003
N 0.098 3.009 -3.509 0.007 -0.045 0.003
C -0.517 2.601 -2.388 -0.103 0.073 0.014
S -2.112 1.980 -2.494 0.002 0.007 -0.027
N 0.076 2.753 -1.208 0.124 -0.090 0.084
C 1.164 3.663 -0.870 -0.010 0.000 0.004
H 1.721 2.783 -4.777 -0.002 0.019 -0.004
H 2.048 2.349 -3.106 0.008 -0.010 0.023
H 1.950 4.064 -3.584 0.008 -0.009 0.000
H -0.500 2.977 -4.317 -0.001 -0.008 -0.002
H -0.379 2.306 -0.425 -0.020 0.020 -0.022
H 1.133 4.537 -1.515 -0.010 0.010 0.006
H 2.144 3.191 -0.936 -0.001 -0.012 -0.010
H 1.009 3.991 0.155 0.007 -0.011 0.004
N -2.275 -1.194 -2.343 0.003 0.140 0.148
C -2.694 -1.669 -0.988 0.041 0.015 -0.046
C -1.611 -1.226 -0.004 -0.134 -0.025 -0.114
N -1.847 -1.489 1.386 0.121 -0.015 0.054
H -2.936 -1.442 -3.075 0.018 -0.061 0.007
H -1.337 -1.558 -2.585 0.023 -0.175 -0.092
H -2.161 -0.145 -2.356 -0.050 -0.075 -0.008
H -2.790 -2.754 -1.021 -0.011 0.005 -0.001
H -3.662 -1.224 -0.761 0.006 0.023 0.027
H -1.459 -0.150 -0.148 0.032 -0.058 -0.005
H -0.686 -1.725 -0.304 0.080 0.019 0.038
H -1.737 -2.454 1.656 -0.080 -0.043 -0.020
H -2.700 -1.094 1.753 -0.047 -0.002 -0.010

---

# 2
70
Properties=species:S:1:pos:R:3:forces:R:3 method="wB97M-V/def2-TZVPD" total_energy_ha=-1521.8954 molar_mass_g_mol=428.7
C -0.125 0.315 1.786 -1.338 0.621 0.349
C -1.592 0.927 2.113 -1.970 0.758 0.118
C -1.944 1.476 3.547 -2.967 0.402 -2.511
C -3.374 2.097 3.831 1.402 -1.907 -4.715
C -4.363 2.119 2.617 2.025 -0.295 0.030
C -5.833 2.716 2.860 1.097 0.523 0.013
Si -7.097 1.279 2.617 1.441 -0.790 -0.274
O -6.371 -0.254 2.244 -0.713 1.337 1.272
C -4.010 1.592 1.183 2.690 -0.485 2.555
C -2.606 0.966 0.917 -1.404 1.866 4.079
H 0.089 -0.592 2.463 -0.069 1.604 -1.038
H -0.112 -0.019 0.691 0.020 0.459 1.579
H 0.613 1.181 1.925 -0.763 -1.541 -0.084
H -1.196 1.457 4.414 -1.064 -0.097 -1.662
H -3.700 2.520 4.840 0.640 -0.737 -1.652
H -5.963 3.161 3.926 0.480 -0.883 -1.721
H -6.027 3.607 2.144 0.287 -1.568 0.995
H -7.803 1.116 3.890 -0.303 -0.044 0.148
H -7.961 1.665 1.496 -0.195 -0.239 -0.109
H -6.114 -0.718 3.073 -0.160 0.444 -0.953
H -4.796 1.632 0.333 1.445 -0.033 1.710
H -2.315 0.559 -0.113 -0.468 0.688 1.792
C 0.818 4.455 -1.708 0.060 -0.029 -0.120
C -0.273 3.769 -0.893 0.196 -0.077 -0.281
C -0.695 4.577 0.337 0.733 -0.161 0.427
C 0.485 4.767 1.250 2.425 0.573 2.237
N 1.418 4.917 1.970 -3.476 -0.603 -2.758
H 1.737 4.578 -1.130 -0.107 0.036 0.016
H 1.066 3.858 -2.589 -0.049 0.057 0.057
H 0.490 5.443 -2.048 0.053 -0.061 0.030
H 0.085 2.781 -0.583 -0.141 0.084 0.051
H -1.147 3.608 -1.532 -0.016 0.001 0.170
H -1.486 4.050 0.879 0.136 0.066 0.111
H -1.081 5.556 0.039 0.135 -0.025 0.113
C -0.144 -5.571 2.320 -0.001 -0.119 -0.036
C -0.122 -5.244 3.809 -0.214 -0.245 -0.131
C -0.130 -3.738 4.089 1.047 -0.207 -0.840
C 1.088 -3.094 3.480 2.572 1.587 -1.628
N 2.084 -2.573 2.984 -6.776 0.569 11.717
H 0.746 -5.191 1.810 -0.074 0.075 0.070
H -0.166 -6.654 2.168 -0.051 0.083 -0.015
H -1.027 -5.141 1.837 0.085 -0.028 0.010
H 0.767 -5.700 4.259 -0.098 0.122 0.050
H -0.995 -5.701 4.286 0.074 0.041 0.057
H -0.128 -3.558 5.167 0.007 0.094 -0.121
H -1.028 -3.275 3.668 0.100 0.021 -0.031
C 1.562 -2.725 -2.026 -0.090 0.020 -0.081
C 2.983 -2.176 -1.956 -0.321 0.126 -0.149
C 3.863 -2.926 -0.953 -0.328 0.436 0.632
C 3.276 -2.809 0.428 -0.951 0.187 2.997
N 2.803 -2.713 1.528 4.779 -2.512 -13.014
H 1.042 -2.621 -1.070 0.088 -0.050 -0.029
H 0.980 -2.179 -2.773 0.071 -0.058 0.047
H 1.564 -3.784 -2.303 -0.028 0.072 0.043
H 2.940 -1.115 -1.690 0.110 -0.109 -0.035
H 3.438 -2.241 -2.949 0.090 0.006 0.126
H 4.873 -2.505 -0.950 -0.083 -0.087 0.154
H 3.938 -3.984 -1.222 -0.058 0.052 0.187
C 4.437 -0.790 -6.068 0.039 -0.093 -0.031
C 4.111 0.566 -6.685 0.050 -0.335 -0.131
C 3.878 1.656 -5.637 -0.748 -0.358 0.278
C 2.716 1.281 -4.758 -2.537 -0.567 2.115
N 1.798 0.984 -4.065 3.443 1.045 -2.609
H 3.610 -1.165 -5.459 0.052 0.089 -0.008
H 4.623 -1.529 -6.851 0.026 0.067 0.087
H 5.329 -0.730 -5.437 -0.076 -0.031 -0.041
H 3.223 0.464 -7.317 0.085 0.132 0.065
H 4.936 0.868 -7.336 -0.101 0.106 0.077
H 3.662 2.609 -6.127 -0.077 -0.055 0.193
H 4.768 1.789 -5.015 -0.166 -0.021 0.054